1.
Entry from the OMol25 dataset: a cluster of 3 separate species, C19H18BF2NO7S in total (the ωB97M-V functional and the def2-TZVPD basis).

The SMILES is CB(O)c1cccc2c1Sc1ccccc1N2.O=C1OC[C@@H](F)O1.O=C1OC[C@@H](F)O1. As for the LUMO energy: 0.37 eV. The calculated total energy comes out at -52766.41184 eV.

Geometry (Å):
C (1.74353, -1.87163, 4.18364)
B (0.72125, -2.41052, 3.12642)
O (0.57728, -3.78427, 3.05156)
C (-0.20666, -1.54904, 2.17407)
C (-1.37289, -2.18720, 1.73118)
C (-2.28619, -1.54944, 0.90566)
C (-2.04009, -0.25273, 0.49157)
C (-0.89136, 0.41611, 0.89836)
C (0.01578, -0.22442, 1.74402)
S (1.43522, 0.68604, 2.29438)
C (1.68719, 1.74699, 0.90653)
C (2.97467, 2.16947, 0.60007)
C (3.19040, 3.05648, -0.44722)
C (2.10428, 3.50620, -1.18501)
C (0.82413, 3.06290, -0.89698)
C (0.60167, 2.17672, 0.15321)
N (-0.71370, 1.75628, 0.45807)
H (2.22636, -2.70505, 4.69674)
H (1.30792, -1.20320, 4.92872)
H (2.53122, -1.32663, 3.65791)
H (0.54512, -4.10373, 2.14420)
H (-1.56483, -3.20242, 2.05559)
H (-3.19112, -2.05108, 0.59174)
H (-2.76533, 0.24379, -0.14516)
H (3.80285, 1.79464, 1.19044)
H (4.20169, 3.36803, -0.66026)
H (2.27554, 4.19956, -1.99921)
H (-0.00480, 3.42688, -1.49388)
H (-1.26547, 1.86739, -0.38326)
O (-5.22668, -3.34629, -0.41900)
C (-5.90267, -2.37668, -0.40813)
O (-5.43044, -1.10494, -0.38367)
C (-6.53714, -0.20943, -0.52080)
C (-7.69412, -1.06810, -0.05341)
F (-8.84423, -0.78264, -0.70537)
O (-7.26370, -2.36905, -0.40498)
H (-6.65681, 0.06625, -1.56944)
H (-6.38240, 0.68237, 0.07950)
H (-7.88160, -1.03329, 1.02099)
O (5.43210, 3.27329, -2.65172)
C (5.32649, 2.11752, -2.88437)
O (5.01493, 1.60180, -4.09643)
C (5.11392, 0.17703, -4.01494)
C (4.94956, -0.06475, -2.52736)
F (5.66857, -1.12699, -2.09562)
O (5.48454, 1.12120, -1.97208)
H (6.10183, -0.14158, -4.35037)
H (4.34731, -0.29309, -4.62348)
H (3.91689, -0.17872, -2.19238)

---

2.
Entry from the OMol25 dataset: a structure of composition C19H18BrClN8Pd (the ωB97M-V functional and the def2-TZVPD basis).

The net charge is +2. As for the LUMO energy (alpha / beta): -7.38 / -7.42 eV. The calculated total energy comes out at -117948.76669 eV.

Geometry (Å):
Pd (0.52797, 0.23635, -0.74506)
N (-1.55294, 0.09541, 1.74285)
C (-0.28142, 0.16391, 2.15167)
N (-0.05568, 0.18464, 3.45084)
C (1.22416, 0.23948, 3.82862)
N (1.49935, 0.25411, 5.12198)
N (2.28744, 0.29080, 2.97468)
C (1.97633, 0.25864, 1.71878)
N (0.71556, 0.18065, 1.21700)
C (3.05481, 0.30395, 0.71156)
C (4.39073, 0.22879, 1.03844)
C (5.31948, 0.25321, 0.00651)
C (4.87572, 0.35618, -1.30140)
C (3.51523, 0.43247, -1.54390)
N (2.62338, 0.40847, -0.55095)
H (-2.27125, 0.16442, 2.44609)
H (-1.79370, 0.23140, 0.78044)
H (0.75113, 0.22703, 5.79464)
H (2.45479, 0.30804, 5.43211)
H (4.67923, 0.15305, 2.07712)
H (6.37757, 0.19217, 0.22375)
H (5.56711, 0.37443, -2.13214)
H (3.12804, 0.52324, -2.54869)
C (-3.06444, -4.44479, -0.46340)
C (-2.32627, -3.39082, -1.24371)
C (-2.25213, -3.41479, -2.63150)
C (-1.53949, -2.44500, -3.32644)
C (-0.94207, -1.47946, -2.56050)
Br (0.14934, -0.10112, -3.31818)
N (-1.00173, -1.39283, -1.24636)
C (-1.67814, -2.34731, -0.59162)
H (-3.58993, -5.12712, -1.12758)
H (-3.79430, -3.99586, 0.21057)
H (-2.37254, -5.03052, 0.14317)
H (-2.74836, -4.20331, -3.18375)
H (-1.45662, -2.45218, -4.40367)
H (-1.69986, -2.26421, 0.48794)
Cl (-4.75563, 2.73606, -1.01612)
C (-3.05928, 2.97517, -0.88254)
C (-2.51914, 4.24249, -0.74888)
C (-1.14327, 4.36249, -0.65198)
C (-0.36162, 3.22274, -0.67937)
N (-0.88931, 1.99680, -0.80483)
C (-2.21742, 1.88075, -0.91408)
H (-3.16449, 5.11052, -0.72690)
H (-0.67825, 5.33376, -0.55563)
H (0.71504, 3.28300, -0.59902)
H (-2.62312, 0.88468, -1.06056)

---

3.
Entry from the OMol25 dataset: a structure of composition C19H18ClIrN3O4SSi (the ωB97M-V functional and the def2-TZVPD basis).

The net charge is +2. As for the LUMO energy (alpha / beta): -9.00 / -10.28 eV. Its multiplicity is 2. The calculated total energy comes out at -66712.91498 eV.

Geometry (Å):
Ir (1.21809, -0.69534, -0.45142)
O (4.09787, -3.96486, -4.18161)
C (2.83762, -4.35912, -4.12401)
O (2.39811, -5.25932, -4.77131)
C (1.92844, -3.61250, -3.17953)
C (0.55493, -3.91192, -2.95439)
Cl (-0.31795, -5.16190, -3.63188)
N (0.06771, -3.03940, -2.04623)
N (1.05383, -2.20210, -1.69400)
C (2.16134, -2.53399, -2.36606)
C (3.31224, -1.64827, -2.06352)
O (4.40799, -1.78448, -2.50957)
O (2.99204, -0.62656, -1.23056)
C (-1.20494, -2.82382, -1.42365)
C (-1.23735, -2.11218, -0.22049)
C (-2.43280, -1.85400, 0.42395)
C (-3.62122, -2.31828, -0.12583)
C (-3.58804, -3.03097, -1.31148)
C (-2.38883, -3.29204, -1.96576)
H (4.33261, -3.21238, -3.61244)
H (-0.32344, -1.78816, 0.31949)
H (-2.43252, -1.31420, 1.36082)
H (-4.56120, -2.12933, 0.37319)
H (-4.50529, -3.39503, -1.75334)
H (-2.41602, -3.82963, -2.89755)
C (-2.27010, 3.91171, 2.74149)
Si (-0.72635, 4.05858, 1.71766)
C (0.43503, 5.37688, 2.31546)
C (-1.07959, 4.17462, -0.10674)
C (0.21649, 2.39266, 2.02555)
C (0.65752, 2.05291, 3.32187)
C (1.38283, 0.90062, 3.59010)
C (1.68149, 0.01292, 2.55914)
N (1.24800, 0.30097, 1.33783)
C (0.57241, 1.45068, 1.08952)
S (0.46314, 1.34459, -0.67354)
H (-2.85716, 4.82808, 2.64798)
H (-2.06006, 3.77277, 3.80313)
H (-2.90139, 3.08689, 2.40553)
H (-0.03190, 6.35648, 2.19052)
H (1.36521, 5.38574, 1.74425)
H (0.68539, 5.27431, 3.37247)
H (-1.61754, 5.11092, -0.27993)
H (-1.72730, 3.37703, -0.47861)
H (-0.17831, 4.22517, -0.72199)
H (0.44394, 2.72700, 4.14337)
H (1.72543, 0.68028, 4.59153)
H (2.23963, -0.90201, 2.70058)

---

4.
Entry from the OMol25 dataset: an isolated molecule of C19H18ClN5O5 (the ωB97M-V functional and the def2-TZVPD basis).

The SMILES is CC(=O)Nc1ccccc1NC(=O)C/C(C)=N/NC(=O)c1ccc([N+](=O)[O-])c(Cl)c1. As for the LUMO energy: -1.11 eV. The calculated total energy comes out at -50203.54821 eV.

Geometry (Å):
C (-1.60834, 3.48771, 5.89627)
C (-1.54639, 3.15771, 4.42164)
O (-1.96814, 2.12596, 3.94672)
N (-0.97852, 4.15328, 3.68578)
C (-0.69346, 4.14185, 2.31562)
C (-0.84983, 5.34030, 1.61715)
C (-0.66744, 5.40788, 0.25249)
C (-0.33399, 4.26081, -0.45272)
C (-0.13493, 3.07792, 0.22615)
C (-0.27208, 3.00648, 1.61316)
N (0.03219, 1.77893, 2.21183)
C (0.62112, 1.58079, 3.40956)
O (1.04082, 2.45679, 4.13375)
C (0.72683, 0.09514, 3.79504)
C (1.08117, -0.73301, 2.61077)
C (2.42202, -0.50155, 1.99228)
N (0.18339, -1.53591, 2.19478)
N (0.33889, -2.17648, 0.98079)
C (0.45320, -1.48247, -0.18116)
O (0.58858, -0.27003, -0.21721)
C (0.39848, -2.31624, -1.41835)
C (0.77865, -3.65852, -1.44695)
C (0.72810, -4.35082, -2.63673)
C (0.31219, -3.72560, -3.81021)
N (0.29872, -4.53077, -5.01189)
O (0.40640, -3.97582, -6.07874)
O (0.19436, -5.72857, -4.85821)
C (-0.06224, -2.37864, -3.79290)
Cl (-0.62334, -1.55822, -5.19060)
C (-0.01136, -1.68972, -2.58774)
H (-2.08144, 4.45343, 6.05952)
H (-0.59400, 3.51668, 6.28884)
H (-2.17057, 2.71640, 6.41419)
H (-0.75976, 5.01447, 4.16512)
H (-1.14058, 6.22394, 2.16769)
H (-0.80149, 6.34646, -0.26314)
H (-0.21420, 4.29601, -1.52455)
H (0.15336, 2.18181, -0.30369)
H (-0.12970, 0.97336, 1.61869)
H (1.47630, 0.01487, 4.58283)
H (-0.24820, -0.20344, 4.18438)
H (2.33408, 0.20584, 1.16559)
H (3.11390, -0.09483, 2.72421)
H (2.81877, -1.43098, 1.58336)
H (-0.09542, -3.08963, 0.96998)
H (1.13588, -4.15449, -0.55805)
H (1.01462, -5.39072, -2.68966)
H (-0.29192, -0.64860, -2.55029)

---

5.
Entry from the OMol25 dataset: a structure of composition C19H18Co2NO8 (the ωB97M-V functional and the def2-TZVPD basis).

The net charge is -1. As for the LUMO energy: 2.54 eV. The calculated total energy comes out at -113116.74790 eV.

Geometry (Å):
O (0.38925, -2.49601, 5.18748)
C (0.12406, -2.15178, 4.11726)
Co (-0.33718, -1.83723, 2.45127)
C (0.36056, -3.24222, 1.69628)
O (0.84630, -4.15966, 1.18490)
C (-2.02425, -2.30848, 2.41253)
O (-3.10938, -2.70410, 2.39012)
C (0.84317, -0.45851, 1.52547)
C (2.27319, -0.77528, 1.42195)
C (2.98513, -1.30640, 2.52008)
C (4.32631, -1.66173, 2.39223)
C (4.98887, -1.47183, 1.17462)
C (4.31461, -0.88554, 0.09824)
C (2.97345, -0.51429, 0.22398)
C (0.08305, 0.39705, 0.70747)
C (-0.19683, 0.80959, -0.54327)
Co (-0.23941, 0.66271, 2.42369)
C (0.33914, 0.60287, 4.10076)
O (0.68651, 0.70207, 5.20082)
C (-1.99979, 0.30625, 2.72364)
O (-3.12324, 0.40823, 2.99284)
C (-0.24707, 2.42449, 2.27115)
O (-0.22374, 3.57711, 2.20681)
H (2.46341, -1.44305, 3.47371)
H (4.84848, -2.09499, 3.24720)
H (6.02990, -1.77645, 1.06358)
H (4.82251, -0.70885, -0.85300)
H (2.43819, -0.03583, -0.60067)
H (-0.50754, 1.84306, -0.67669)
H (-0.03944, 0.13573, -1.38205)
O (-2.74785, 3.29455, -3.01850)
C (-3.14432, 2.67710, -1.79266)
C (-2.93845, 1.19340, -1.97892)
N (-1.61994, 0.94785, -2.54647)
C (-1.50628, -0.29446, -3.30815)
C (-0.33269, -0.20169, -4.24927)
O (-0.53557, 0.99164, -5.01283)
H (-3.01888, 4.21948, -3.00641)
H (-2.52200, 3.03797, -0.96688)
H (-4.20430, 2.86696, -1.59832)
H (-3.01881, 0.65295, -1.02967)
H (-3.70163, 0.80649, -2.67127)
H (-1.36818, 1.73300, -3.14911)
H (-1.39553, -1.12621, -2.60954)
H (-2.42505, -0.44243, -3.89113)
H (0.60425, -0.12712, -3.68406)
H (-0.32733, -1.07839, -4.90649)
H (0.11435, 1.01200, -5.73269)

---

Look up the calculated total energy of the second one. -117948.76669 eV

---

Repeat the second record exactly.
Entry from the OMol25 dataset: a structure of composition C19H18BrClN8Pd (the ωB97M-V functional and the def2-TZVPD basis).

The net charge is +2. As for the LUMO energy (alpha / beta): -7.38 / -7.42 eV. The calculated total energy comes out at -117948.76669 eV.

Geometry (Å):
Pd (0.52797, 0.23635, -0.74506)
N (-1.55294, 0.09541, 1.74285)
C (-0.28142, 0.16391, 2.15167)
N (-0.05568, 0.18464, 3.45084)
C (1.22416, 0.23948, 3.82862)
N (1.49935, 0.25411, 5.12198)
N (2.28744, 0.29080, 2.97468)
C (1.97633, 0.25864, 1.71878)
N (0.71556, 0.18065, 1.21700)
C (3.05481, 0.30395, 0.71156)
C (4.39073, 0.22879, 1.03844)
C (5.31948, 0.25321, 0.00651)
C (4.87572, 0.35618, -1.30140)
C (3.51523, 0.43247, -1.54390)
N (2.62338, 0.40847, -0.55095)
H (-2.27125, 0.16442, 2.44609)
H (-1.79370, 0.23140, 0.78044)
H (0.75113, 0.22703, 5.79464)
H (2.45479, 0.30804, 5.43211)
H (4.67923, 0.15305, 2.07712)
H (6.37757, 0.19217, 0.22375)
H (5.56711, 0.37443, -2.13214)
H (3.12804, 0.52324, -2.54869)
C (-3.06444, -4.44479, -0.46340)
C (-2.32627, -3.39082, -1.24371)
C (-2.25213, -3.41479, -2.63150)
C (-1.53949, -2.44500, -3.32644)
C (-0.94207, -1.47946, -2.56050)
Br (0.14934, -0.10112, -3.31818)
N (-1.00173, -1.39283, -1.24636)
C (-1.67814, -2.34731, -0.59162)
H (-3.58993, -5.12712, -1.12758)
H (-3.79430, -3.99586, 0.21057)
H (-2.37254, -5.03052, 0.14317)
H (-2.74836, -4.20331, -3.18375)
H (-1.45662, -2.45218, -4.40367)
H (-1.69986, -2.26421, 0.48794)
Cl (-4.75563, 2.73606, -1.01612)
C (-3.05928, 2.97517, -0.88254)
C (-2.51914, 4.24249, -0.74888)
C (-1.14327, 4.36249, -0.65198)
C (-0.36162, 3.22274, -0.67937)
N (-0.88931, 1.99680, -0.80483)
C (-2.21742, 1.88075, -0.91408)
H (-3.16449, 5.11052, -0.72690)
H (-0.67825, 5.33376, -0.55563)
H (0.71504, 3.28300, -0.59902)
H (-2.62312, 0.88468, -1.06056)

---

Please write out number 3 again, unchanged.
Entry from the OMol25 dataset: a structure of composition C19H18ClIrN3O4SSi (the ωB97M-V functional and the def2-TZVPD basis).

The net charge is +2. As for the LUMO energy (alpha / beta): -9.00 / -10.28 eV. Its multiplicity is 2. The calculated total energy comes out at -66712.91498 eV.

Geometry (Å):
Ir (1.21809, -0.69534, -0.45142)
O (4.09787, -3.96486, -4.18161)
C (2.83762, -4.35912, -4.12401)
O (2.39811, -5.25932, -4.77131)
C (1.92844, -3.61250, -3.17953)
C (0.55493, -3.91192, -2.95439)
Cl (-0.31795, -5.16190, -3.63188)
N (0.06771, -3.03940, -2.04623)
N (1.05383, -2.20210, -1.69400)
C (2.16134, -2.53399, -2.36606)
C (3.31224, -1.64827, -2.06352)
O (4.40799, -1.78448, -2.50957)
O (2.99204, -0.62656, -1.23056)
C (-1.20494, -2.82382, -1.42365)
C (-1.23735, -2.11218, -0.22049)
C (-2.43280, -1.85400, 0.42395)
C (-3.62122, -2.31828, -0.12583)
C (-3.58804, -3.03097, -1.31148)
C (-2.38883, -3.29204, -1.96576)
H (4.33261, -3.21238, -3.61244)
H (-0.32344, -1.78816, 0.31949)
H (-2.43252, -1.31420, 1.36082)
H (-4.56120, -2.12933, 0.37319)
H (-4.50529, -3.39503, -1.75334)
H (-2.41602, -3.82963, -2.89755)
C (-2.27010, 3.91171, 2.74149)
Si (-0.72635, 4.05858, 1.71766)
C (0.43503, 5.37688, 2.31546)
C (-1.07959, 4.17462, -0.10674)
C (0.21649, 2.39266, 2.02555)
C (0.65752, 2.05291, 3.32187)
C (1.38283, 0.90062, 3.59010)
C (1.68149, 0.01292, 2.55914)
N (1.24800, 0.30097, 1.33783)
C (0.57241, 1.45068, 1.08952)
S (0.46314, 1.34459, -0.67354)
H (-2.85716, 4.82808, 2.64798)
H (-2.06006, 3.77277, 3.80313)
H (-2.90139, 3.08689, 2.40553)
H (-0.03190, 6.35648, 2.19052)
H (1.36521, 5.38574, 1.74425)
H (0.68539, 5.27431, 3.37247)
H (-1.61754, 5.11092, -0.27993)
H (-1.72730, 3.37703, -0.47861)
H (-0.17831, 4.22517, -0.72199)
H (0.44394, 2.72700, 4.14337)
H (1.72543, 0.68028, 4.59153)
H (2.23963, -0.90201, 2.70058)